{"formula": "C41H105N17O23P4", "method": "ωB97M-V/def2-TZVPD", "total_charge": 1, "gap_ha": [0.2328, 0.1172], "multiplicity": 2, "e_homo_ha": [-0.356, -0.356], "symbols": ["H", "H", "H", "N", "N", "C", "H", "O", "H", "O", "C", "H", "H", "H", "O", "H", "H", "H", "H", "O", "H", "H", "C", "H", "C", "N", "O", "N", "H", "H", "C", "C", "O", "N", "H", "N", "O", "H", "O", "H", "H", "O", "H", "H", "H", "H", "H", "H", "H", "H", "H", "N", "H", "H", "H", "H", "H", "H", "H", "H", "H", "C", "O", "H", "C", "C", "H", "H", "H", "H", "N", "C", "C", "C", "C", "C", "O", "O", "P", "O", "H", "H", "O", "H", "C", "P", "H", "N", "H", "C", "O", "H", "O", "C", "O", "C", "H", "H", "C", "H", "H", "H", "O", "H", "N", "C", "H", "H", "C", "H", "C", "O", "H", "C", "H", "H", "C", "H", "H", "H", "H", "N", "C", "H", "C", "H", "P", "O", "H", "H", "H", "C", "H", "N", "H", "H", "H", "C", "C", "H", "C", "O", "H", "H", "N", "O", "H", "H", "H", "C", "C", "N", "H", "H", "C", "N", "C", "H", "H", "H", "H", "H", "H", "C", "H", "C", "C", "C", "H", "H", "H", "H", "H", "C", "P", "N", "H", "H", "H", "H", "H", "H", "C", "N", "H", "H", "C", "H", "H", "O"], "xyz": [[0.76636, 5.96213, -0.77899], [-2.16302, -0.23315, -2.26040], [-3.71585, 3.12437, -1.43434], [-7.34884, -1.62249, -4.24445], [2.81641, -0.90594, 4.29362], [4.68911, -1.94979, 1.29924], [-7.88406, -2.43670, -6.11456], [-2.57005, -6.44902, -2.10258], [1.62323, -1.40274, -1.94467], [-3.98478, -1.06663, 2.48890], [1.82814, -1.90897, 3.83882], [-0.02815, 7.54670, -1.07386], [3.33487, 3.96201, 2.35155], [2.59477, 4.87747, -1.74373], [-3.21765, 0.75093, 3.48851], [-9.17489, -2.14546, -4.94782], [-0.16517, -0.29444, -3.15898], [1.48563, 0.25395, 5.44902], [4.49903, 6.17995, -3.48445], [4.25792, -5.24983, 1.41890], [2.23495, -2.32640, 2.91775], [-2.09296, 1.35951, 5.02381], [3.81292, 0.31429, 1.19006], [7.97394, 7.20052, -0.41851], [4.52424, -6.54146, 1.92013], [5.43235, -1.93860, 4.14812], [-4.41670, -0.49762, 4.66863], [4.19387, 6.30986, -1.37667], [5.66363, -4.02009, 4.10588], [1.45299, -2.81328, -4.12899], [1.32457, 2.41930, -1.77659], [-3.14596, 1.31826, 4.74527], [-2.52705, -7.35027, 0.01329], [5.90938, 7.58872, 0.30822], [4.65824, -1.98889, 0.21038], [-0.12717, -1.18388, -0.62732], [0.36612, 4.35214, 3.54634], [5.73476, -2.10395, 1.56560], [-6.49258, 4.53324, -2.48382], [5.27958, 7.54618, -2.63036], [3.55479, 0.00187, 0.17820], [-6.44261, -4.28231, -4.26300], [-9.62797, -5.09120, -2.47113], [-2.87179, 0.62012, 7.34230], [1.17669, 3.07001, -2.63844], [-1.13838, -2.98802, -0.37221], [1.13751, -4.54784, 3.09875], [4.01303, -8.75279, 0.23847], [1.73648, 7.88570, 0.48017], [0.44193, -6.99816, -2.94274], [6.52184, 7.59778, 2.22919], [1.45277, 3.74750, 3.48128], [4.14717, -2.79127, 1.73086], [3.53936, 7.56558, -2.99584], [2.44460, -1.03211, 6.30900], [-8.99746, -1.35454, -2.61506], [-7.99018, -5.46764, -2.46414], [-5.73944, -0.40426, -3.58521], [4.12730, 4.42864, -2.19404], [-6.70015, 0.38857, -4.83447], [6.93034, -0.62134, 4.68723], [2.11804, 8.90515, 0.42310], [3.48274, -0.48457, -4.29355], [-9.21848, -2.24529, -1.11944], [3.77477, 9.73989, -1.20243], [4.97726, -3.24803, 4.45361], [-2.62065, 1.57194, -2.46752], [-8.71436, -4.71923, -1.06434], [-4.94909, 4.18901, -0.71619], [2.50424, -9.22551, 0.89167], [-5.82603, -2.71493, -2.19586], [3.46712, -8.80420, 1.18051], [-3.89151, -0.32877, 3.50904], [3.15255, -5.37446, 0.58258], [-0.27753, -6.30558, -2.50593], [-3.15560, -0.21825, 6.70614], [-0.59015, -6.63318, -1.12365], [-1.87182, 5.87499, -2.34950], [4.29330, 7.20994, 0.08834], [0.41017, 1.01346, 0.87486], [4.59239, -6.55383, 3.00792], [5.52015, 9.03447, 1.76579], [2.59424, -6.60510, 0.73943], [-1.90120, -1.69038, 0.53900], [-6.30682, -0.57164, -4.50072], [-0.19070, 0.52621, -0.41679], [1.41379, 9.40584, -0.24131], [4.28721, -0.77855, 2.04805], [0.51668, -6.19644, 2.50290], [-1.89481, -4.85168, -3.87459], [-0.87850, -3.82893, 4.25085], [-6.88152, -0.89328, -1.76424], [4.08908, -2.35251, -3.42681], [-4.02044, 0.42763, 5.62374], [3.85929, 6.47388, 1.24572], [2.25817, 3.86858, 2.20974], [-1.87787, -7.03769, -3.93258], [2.57722, -7.35493, 2.64964], [-4.98703, -3.78680, -1.76516], [0.16912, -5.31744, -2.39544], [1.15397, 3.09966, -0.94225], [5.38449, -7.01227, 1.44430], [-5.51373, 2.51627, -2.86820], [6.78163, 6.44163, -1.32519], [-0.87119, -4.89793, 3.63144], [-1.68736, -6.20894, -3.25068], [4.60524, 9.42834, -1.83597], [-2.08639, -1.95555, -1.19666], [0.31377, -5.14534, 2.70817], [4.49786, 1.15482, 1.07836], [6.33810, 8.37151, 1.48374], [2.70017, -4.49411, -0.06299], [-3.33726, 2.38707, 4.84086], [-1.36422, -1.92171, -0.38093], [1.84367, -1.81281, -0.22150], [-3.67991, 0.51695, -1.63217], [0.14541, 0.75029, -3.17291], [7.02938, 8.22569, -1.42777], [3.81261, 4.40292, -0.47673], [-2.34926, 2.59705, 0.44962], [-10.32560, -2.39509, -2.52040], [-1.12127, 5.85720, -1.29568], [-6.18572, -1.61593, -1.33792], [1.91702, 4.82909, 1.82357], [1.13447, -1.78564, -1.04879], [3.25178, 0.42259, 5.68290], [-6.96862, -3.13097, -3.45702], [4.88962, 0.72250, 4.13006], [7.14691, -2.15898, 5.33917], [-5.34321, -1.15373, -0.82347], [-2.03640, 1.31630, 1.57776], [-2.45832, 1.52218, 0.59404], [3.97531, -3.51963, 4.12128], [-1.85275, 0.97921, -0.59775], [-3.73211, -0.88116, 7.35134], [3.00785, 10.02972, -1.92070], [-0.62365, 1.32990, -3.68350], [0.16090, 6.54890, -1.46980], [4.38032, 6.93501, -2.70734], [-8.50710, -0.72975, -5.83581], [3.20801, -7.37707, 1.76098], [-1.31588, 5.01429, -0.38688], [0.90835, -1.40471, 3.54250], [0.84327, -2.78073, -1.38509], [-5.56160, 3.67511, -2.33562], [-1.68847, -5.72540, 3.56576], [7.37617, -1.98700, 3.62579], [-1.06559, -4.59695, -4.53459], [0.07688, -4.68191, 1.75046], [-1.92018, -6.82007, -1.01903], [6.74214, -1.66922, 4.45351], [0.48719, 1.22084, -1.81690], [3.81936, -9.40484, 2.01912], [7.21117, 8.97129, 1.22660], [2.43363, -0.27917, 5.52092], [3.49329, 8.76828, -0.16954], [-8.28961, -1.70969, -5.41094], [3.09603, 0.96842, 1.68632], [-5.36194, -4.42908, -0.96827], [-1.84852, -4.03848, -3.15025], [-2.31767, -0.79329, 6.31208], [2.52871, -3.10874, -5.43494], [2.02770, 2.98469, 1.61501], [-9.28485, -2.32258, -2.20467], [-4.06664, -3.26611, -1.50082], [3.62233, 4.96529, -1.39086], [-8.67175, -4.67610, -2.15266], [-2.62431, 0.66855, -1.85762], [-3.53515, 1.36591, 0.65841], [4.98088, -3.30918, 5.54189], [0.95300, 0.94853, -3.87760], [0.66079, 6.61345, -2.43626], [-5.57169, -0.98421, -5.19171], [2.19079, -2.32052, -4.76218], [4.39004, -0.60945, 3.74016], [3.28235, -1.64885, -4.05687], [-2.81650, -4.62016, -4.40844], [1.57451, -2.65098, 4.59591], [1.79562, -1.56785, -5.44443], [-4.87988, 1.01989, 5.93788], [2.39088, 2.20203, -1.71421], [-4.60966, -4.33426, -2.62885], [-4.36538, 3.98127, -1.61298], [-8.39823, -3.35589, -2.63015], [-6.79281, -2.01670, -0.52618], [2.24707, 9.40200, 1.38465], [6.95392, 7.36197, -0.76717], [4.11885, 10.66060, -0.73123], [-3.87934, 4.74508, -2.22000], [1.90490, 3.12243, 4.42779]], "atomic_forces_ev_per_a": [[0.487, 0.589, 0.077], [-0.223, 0.471, -0.439], [-0.466, 0.089, -0.427], [0.937, 0.690, -0.264], [-0.037, -0.698, -0.845], [1.169, -1.155, 1.889], [-0.179, 0.296, -0.499], [-0.371, 0.431, -1.123], [-0.233, 0.869, 0.116], [0.010, 2.104, 3.285], [1.197, 1.105, -0.838], [0.375, 0.041, 0.007], [-0.219, -0.279, 0.679], [-0.557, 0.437, 0.539], [1.776, 3.074, -1.857], [-0.450, 0.081, -0.605], [0.269, 0.028, -0.064], [-0.070, -0.070, 0.012], [0.192, -0.120, 0.194], [-1.107, -0.532, -1.082], [-0.149, -0.511, 0.047], [0.200, -0.743, 0.283], [0.385, 1.438, 1.184], [-0.177, 0.193, 0.892], [-0.817, -1.524, 1.843], [-3.968, 2.057, -1.018], [-2.422, -2.933, 0.796], [-0.342, 0.319, 0.600], [0.154, 0.025, -0.333], [0.166, 0.523, 0.359], [0.354, 0.768, 0.370], [1.708, 1.752, 1.984], [3.528, 3.132, -5.264], [1.074, -0.180, -2.614], [-0.589, 0.738, 0.132], [-1.327, 3.775, -0.397], [1.391, -0.868, -0.746], [0.263, -0.512, -0.303], [3.300, -3.111, 0.758], [-0.112, 0.012, -0.499], [-0.418, -0.206, 0.323], [-0.826, 1.314, 0.955], [-0.398, 0.425, -0.271], [0.587, -0.149, 0.077], [-0.230, -0.393, -0.342], [0.395, -0.084, 0.609], [0.147, -0.448, 0.131], [0.637, -0.074, 0.524], [-0.181, 0.112, 0.860], [-0.232, -0.143, 0.220], [0.321, 0.682, 0.570], [-0.453, 0.481, 1.587], [0.055, -0.384, -0.581], [-0.114, 0.103, -0.009], [-0.377, 0.138, 0.419], [0.347, -0.156, 0.074], [0.529, 0.564, -0.205], [-0.146, 0.150, 0.090], [0.448, -0.246, 0.029], [-0.331, -0.326, -0.049], [-0.185, 0.149, -0.462], [1.406, -0.929, -0.469], [-0.652, 0.844, 0.148], [-0.412, 0.085, 0.223], [1.704, 0.364, 0.043], [-0.274, -0.663, 1.087], [0.439, -0.207, -0.451], [0.148, 0.187, 0.288], [1.522, 1.314, 0.953], [-0.183, -0.025, 0.177], [-1.703, 0.489, -3.513], [-1.536, 1.182, 0.952], [-0.899, -4.068, -4.768], [0.350, -0.689, 1.891], [-0.806, 0.867, 0.224], [-1.376, 0.345, 0.562], [-0.530, -0.671, -0.705], [1.803, 0.579, 3.431], [1.718, 2.546, -3.032], [-1.478, -0.254, -2.415], [1.033, 0.700, -0.005], [0.105, 0.001, 0.304], [-0.799, 1.075, -1.017], [0.250, 0.239, 0.154], [0.434, -1.761, 0.821], [3.382, -1.366, 0.676], [0.326, 0.488, -0.033], [-0.905, 1.274, -0.931], [-0.279, 0.132, 0.550], [0.049, 1.085, 0.009], [-0.236, -1.083, -0.299], [0.579, 0.066, -0.562], [-1.665, 0.661, -0.350], [1.704, 0.893, 0.205], [-2.010, -1.048, 1.574], [-0.469, 0.629, 0.164], [0.182, 0.133, -0.053], [0.063, -0.143, -0.007], [1.569, 0.839, -0.219], [0.173, 0.038, -0.566], [-0.480, -0.466, 0.413], [-0.058, 0.183, -0.051], [-1.197, 2.695, 0.990], [-0.514, 0.219, -0.070], [3.134, 2.111, -1.158], [0.825, -0.231, 1.730], [0.155, -0.106, 0.170], [-0.132, 0.735, -0.336], [0.379, 1.170, -0.059], [1.344, -0.384, -0.359], [-0.722, -0.883, -0.749], [-0.088, 0.283, -0.591], [-0.970, 0.033, -0.877], [0.193, -1.501, -0.399], [0.056, -0.239, -0.155], [0.075, -0.231, 0.340], [0.183, 0.401, -0.092], [-0.126, 0.020, -0.244], [-0.269, 0.318, 0.103], [0.047, 0.668, 0.215], [-0.144, -0.758, 0.048], [-2.864, -3.972, -4.172], [-0.860, -1.022, 1.391], [-0.016, -0.390, -0.507], [-0.486, -1.036, 0.040], [-0.441, 0.390, 0.681], [0.849, 1.488, 0.288], [-0.095, -0.510, 0.201], [-0.409, -0.516, 0.281], [0.325, 0.189, -0.343], [0.605, -0.536, -0.567], [-0.904, 1.066, -0.263], [0.035, 0.390, -0.249], [-0.822, -1.433, 0.345], [-0.128, -0.074, -0.127], [-0.680, -0.489, 0.301], [-0.654, 0.187, 0.534], [0.624, 0.363, 2.341], [-0.053, 0.012, 1.131], [0.179, -0.160, 0.103], [1.786, -0.213, -2.116], [0.695, 2.700, -1.458], [-0.179, 0.127, 0.145], [0.381, -0.370, 0.474], [-2.670, -2.096, -4.207], [-2.835, -1.854, 0.737], [0.579, 0.124, -0.119], [0.080, -0.424, -0.315], [-0.357, -0.023, 0.032], [-2.809, -3.125, 5.343], [3.125, 0.740, 0.343], [-0.722, -0.262, 0.283], [0.636, -0.276, -0.530], [0.007, -0.140, 0.178], [1.162, 0.303, 0.364], [-1.131, -1.860, 0.268], [0.440, -1.242, 1.786], [-1.211, -0.900, 0.002], [-0.001, -0.033, 0.030], [0.060, -0.220, 0.637], [0.038, 0.377, -0.161], [0.783, 0.014, 0.396], [-0.202, 0.202, -0.092], [-0.089, 1.175, 0.377], [0.384, -0.267, 1.061], [0.906, -0.094, -0.738], [-0.668, -1.395, 0.668], [0.311, 0.428, 1.687], [-0.013, -0.400, -0.418], [-0.186, -0.558, 0.338], [0.652, -0.587, 0.432], [-1.063, -0.416, -0.278], [0.060, 0.363, -0.519], [-1.119, -0.180, -1.344], [-0.212, -1.681, -1.570], [2.914, -1.835, 0.336], [-0.136, -0.800, -0.102], [0.256, -0.119, 0.038], [-0.477, -0.019, 0.450], [-0.084, -0.523, 0.499], [0.045, -0.421, -0.181], [-0.762, -0.440, 0.043], [-0.650, 0.723, 1.026], [0.428, -0.759, -1.727], [-0.092, -0.050, 0.604], [-0.694, -0.120, 0.018], [-0.604, 0.064, 0.698], [-0.070, 0.308, -0.018], [0.109, 0.446, 0.992], [-0.116, 0.160, -1.089]]}